This record from the Open Molecules 2025 dataset describes an isolated ion of composition C12H26NO5Si and charge -1. The level of theory is wB97M-V/def2-TZVPD.

**Electronic energy**: -1193.37093 Eh
**SMILES string**: CCOCCOCN[C@@H](CCO[Si](C)(C)C)C(=O)[O-]
**LUMO**: 3.04 eV
**Net charge**: -1
**HOMO**: -4.207 eV
**Kohn-Sham gap**: 7.2 eV

Last column: Mulliken charge in e.
Positions of all 45 atoms, in Å:
C (5.144, -2.761, 0.979)  -1.162
C (5.283, -1.878, -0.246)  -0.217
O (5.062, -0.541, 0.144)  -0.297
C (5.095, 0.366, -0.940)  -0.511
C (4.479, 1.694, -0.517)  -0.613
O (3.170, 1.861, -1.004)  -0.460
C (2.163, 1.177, -0.239)  -0.589
N (1.023, 2.065, -0.139)  -0.337
C (-0.100, 1.540, 0.689)  0.561
C (-1.416, 1.745, -0.092)  -1.117
C (-2.636, 1.036, 0.477)  -0.435
O (-2.998, -0.103, -0.314)  -0.238
Si (-4.575, -0.548, -0.311)  0.415
C (-5.642, 0.706, -1.211)  -1.067
C (-5.205, -0.758, 1.445)  -1.121
C (-4.734, -2.207, -1.157)  -1.084
C (0.077, 0.065, 1.134)  0.435
O (0.115, -0.785, 0.234)  -0.724
O (0.223, -0.091, 2.357)  -0.828
H (4.296, -2.419, 1.569)  0.315
H (6.042, -2.699, 1.593)  0.282
H (4.982, -3.802, 0.705)  0.364
H (6.288, -1.971, -0.679)  0.269
H (4.556, -2.173, -1.010)  0.314
H (4.524, -0.024, -1.788)  0.370
H (6.130, 0.505, -1.285)  0.409
H (5.069, 2.509, -0.945)  0.330
H (4.520, 1.775, 0.571)  0.403
H (2.580, 0.901, 0.736)  0.378
H (1.871, 0.272, -0.764)  0.340
H (1.369, 2.900, 0.320)  0.283
H (-0.160, 2.117, 1.613)  0.069
H (-1.597, 2.822, -0.133)  0.291
H (-1.236, 1.405, -1.111)  0.267
H (-3.477, 1.744, 0.480)  0.400
H (-2.470, 0.734, 1.512)  0.397
H (-6.694, 0.420, -1.218)  0.358
H (-5.310, 0.830, -2.242)  0.293
H (-5.556, 1.685, -0.735)  0.299
H (-6.292, -0.844, 1.482)  0.399
H (-4.905, 0.061, 2.098)  0.351
H (-4.791, -1.672, 1.877)  0.280
H (-4.727, -2.124, -2.243)  0.308
H (-3.894, -2.836, -0.859)  0.297
H (-5.651, -2.700, -0.832)  0.324

Force components x, y, z for each atom (eV/Å):
0.126 0.188 0.015
-0.027 -0.087 0.142
-0.090 0.022 -0.067
0.154 -0.033 0.148
-0.040 -0.026 -0.467
-0.066 0.266 0.415
0.136 -0.026 -0.416
0.034 -0.032 0.307
-0.507 0.200 -0.356
0.594 -0.086 0.046
-0.084 0.272 -0.198
-0.095 0.167 0.122
-0.259 -0.394 0.038
0.209 0.200 0.056
0.043 -0.021 0.039
0.240 0.106 0.097
0.433 0.265 -0.041
-0.185 -0.488 -0.637
-0.102 -0.120 0.857
-0.087 -0.042 -0.005
-0.012 -0.006 0.098
0.021 -0.056 -0.066
0.038 -0.063 -0.117
-0.068 0.071 -0.061
-0.098 -0.026 -0.035
0.082 -0.026 0.081
-0.042 0.032 -0.013
0.013 -0.032 0.129
0.085 -0.050 0.055
-0.089 -0.059 0.113
-0.030 0.070 -0.096
0.061 0.061 0.073
-0.080 0.063 -0.110
-0.122 -0.093 -0.045
-0.016 -0.009 0.065
0.110 -0.163 0.038
-0.072 -0.040 0.028
0.013 -0.070 -0.056
-0.099 0.042 0.030
-0.054 0.032 -0.038
-0.028 0.097 0.006
0.059 -0.024 -0.011
-0.039 -0.031 -0.067
0.033 -0.036 -0.006
-0.095 -0.015 -0.089